*1*
20
Properties=species:S:1:pos:R:3:mulliken_charge:R:1 method="wB97M-V/def2-TZVPD" total_charge=0 homo_ev=-9.080 e_lumo_ha=-0.0358 homo_lumo_gap_ev=8.1 multiplicity=1
C -1.055 1.056 0.644 -0.653
C -1.245 -0.433 0.926 -0.667
S 0.078 -1.069 2.000 -0.256
C 0.243 1.458 -0.091 -0.549
N 0.763 0.344 -0.896 -0.322
C 2.102 0.592 -1.392 -1.082
H -1.102 1.642 1.561 0.381
H -1.928 1.519 0.137 0.362
H -2.158 -0.572 1.518 0.381
H -1.460 -0.914 -0.025 0.300
H 0.311 0.574 3.056 0.134
H 1.103 1.878 0.503 0.362
H 0.026 2.330 -0.744 0.333
H 0.738 -0.415 -0.225 0.194
H 2.797 0.663 -0.558 0.364
H 2.423 -0.191 -2.082 0.312
H 2.238 1.544 -1.874 0.372
H -0.967 -1.833 -2.644 0.291
H -0.521 -0.394 -2.148 0.456
O -1.162 -0.896 -2.701 -0.712



*2*
20
Properties=species:S:1:pos:R:3:mulliken_charge:R:1 method="wB97M-V/def2-TZVPD" total_charge=0 homo_ev=-8.982 e_lumo_ha=0.0298 homo_lumo_gap_ev=9.8 multiplicity=1
C 1.086 -0.624 -0.653 -0.838
C 0.327 -0.420 -1.952 -0.591
S 0.746 1.135 -2.815 -0.232
C 0.867 0.460 0.390 -0.593
N -0.455 0.388 0.958 -0.301
C -0.734 1.126 2.172 -1.043
H 2.155 -0.594 -0.900 0.328
H 0.895 -1.588 -0.187 0.379
H 0.457 -1.205 -2.684 0.423
H -0.752 -0.405 -1.812 0.259
H 2.074 0.995 -2.696 0.105
H 1.091 1.462 0.002 0.392
H 1.553 0.278 1.219 0.420
H -1.154 0.667 0.274 0.300
H -0.364 0.555 3.023 0.300
H -0.283 2.121 2.162 0.314
H -1.817 1.193 2.253 0.333
H -2.670 -1.995 0.495 0.292
H -1.263 -1.373 0.516 0.453
O -1.758 -2.173 0.235 -0.701



What is the stability order? It is *2*, *1*, from most stable to least stable.